Density functional theory data (ωB97M-V/def2-TZVPD) for a structure of composition C59H74N5OP3SSi2Tc.

Summary:
LUMO energy (alpha / beta)   -5.3247 / -6.2026 eV
Max |F|   4.8 eV/Å

Geometry as ORCA input:
```
! wB97M-V def2-TZVPD RIJCOSX def2/J DEFGRID3
* xyz 2 4
Tc -0.66165 0.03759 -0.87635
S 3.20345 0.09989 1.47525
P -1.50345 -1.63581 -2.31155
P -1.99275 0.34319 1.74325
P -1.73995 2.69539 -0.56925
Si -0.45485 -2.28031 1.92255
Si -0.85355 2.61639 -3.51805
O 1.98345 0.65129 -1.15515
N 1.13645 -0.33671 -1.65755
N 5.12455 -1.69711 1.52845
N -1.15805 1.96309 -1.91635
N 5.43765 0.01979 0.05055
N -0.95255 -0.78621 1.13585
C 1.86785 4.25779 0.43875
C 0.86625 3.44329 -0.05345
C 0.34765 -1.94551 3.62225
C -1.33805 1.18249 3.20475
C -2.06245 1.14189 0.18465
C -4.06875 3.55269 0.52855
C -3.63215 -0.33181 2.14865
C 0.03185 1.42189 3.27245
C -0.79795 4.95909 0.81135
C 8.04975 0.82909 1.58255
C 0.21105 5.77069 1.30045
C -3.88075 -1.01081 3.33825
C 6.11985 2.30769 0.71795
C 4.68905 -0.54911 1.00765
C 7.63375 2.07439 0.79975
C -4.65475 -0.18781 1.21705
C 5.97045 -5.07151 3.42125
C -2.44185 -3.02061 -1.56935
C -2.18235 1.61079 4.22565
C 1.71285 -1.10251 -2.53085
C -3.24295 3.71449 -0.58145
C -0.27295 2.41929 5.43275
C -4.82115 -0.07081 -5.07375
C 5.39275 1.42509 -0.30245
C -2.76725 -1.29791 -4.83915
C -0.65795 -3.57031 -4.10905
C -5.13945 -1.53181 3.58695
C 5.07095 -2.70711 3.78795
C -1.97915 -3.41751 2.12375
C -5.50055 5.29469 -0.27245
C -3.81785 -0.85101 -5.62435
C 2.00285 -2.85401 -4.15095
C -4.66895 5.47159 -1.36725
C 0.22665 -4.24741 -4.93235
C 0.27605 1.34869 -4.38155
C -1.64075 2.21499 5.34635
C -0.24265 -2.50761 -3.30705
C -2.50075 2.72819 -4.48145
C 1.53985 5.41919 1.12075
C 4.38705 -2.55471 2.42885
C -4.74995 0.31269 -3.74205
C -3.53505 4.69169 -1.52295
C 6.29925 -3.61971 3.75415
C -2.56455 -5.29891 -0.79965
C -6.15685 -1.38151 2.65665
C -4.49965 -3.88661 -0.66635
C 1.12185 -2.14591 -3.31225
C -2.72675 -0.96971 -3.48965
C -3.90265 -5.12371 -0.48055
C -5.91155 -0.70851 1.47095
C -0.01015 4.31859 -3.33415
C -3.70045 -0.12441 -2.95635
C -0.46675 3.78849 0.13735
C -5.19105 4.34219 0.68515
C 0.55975 2.04119 4.38945
C 0.86045 -2.93321 0.70535
C -1.83215 -4.25151 -1.33185
C -3.77325 -2.83891 -1.20455
C 1.56665 -3.88321 -4.95365
H 0.67675 1.10219 2.46235
H 2.90325 3.99119 0.28315
H 6.76965 -3.59441 4.73795
H 1.62165 2.22179 4.45165
H 0.53025 -2.83491 -0.32655
H -5.33275 -2.05651 4.51015
H -7.13965 -1.77901 2.86235
H 6.87405 -5.67501 3.43975
H -6.38375 5.90369 -0.16045
H 5.86295 1.53359 -1.28275
H -5.64445 0.25809 -5.68875
H -4.89585 6.23269 -2.09675
H 5.27725 -5.48181 4.15135
H -0.04185 6.68289 1.81905
H 7.43655 0.70549 2.47365
H 5.52995 -5.16741 2.43155
H 9.08675 0.91749 1.89345
H 0.68475 -2.88191 4.05665
H -5.81485 4.22389 1.55725
H -0.49235 4.93029 -2.57505
H -3.81765 2.81119 1.27705
H -0.11545 0.33859 -4.27545
H -0.12165 -5.05211 -5.55995
H 0.14665 2.87999 6.31305
H -5.53625 -3.73531 -0.40075
H -1.74545 -4.44041 1.84915
H 8.06915 2.94449 1.29485
H -2.88275 4.84919 -2.36845
H 7.97775 -0.07541 0.98185
H -1.83235 5.24369 0.93955
H 4.34405 1.72679 -0.38225
H 4.26875 -3.53361 1.95445
H 5.94295 3.34479 0.42575
H 3.04635 -2.57631 -4.15805
H -6.70455 -0.58741 0.74905
H 5.35935 -1.71991 4.15965
H -3.60925 0.19739 -1.92695
H -0.04655 4.86319 -4.27215
H 1.03165 4.21379 -3.04655
H -3.25025 1.45919 4.14965
H -4.24865 -1.88251 -1.36275
H -2.80495 -3.09711 1.49675
H 3.40105 -2.11251 2.56565
H -2.44755 3.48379 -5.25775
H 1.11755 2.55369 -0.61105
H 1.08175 -3.97531 0.89785
H 1.20195 -1.28021 3.54615
H 7.02685 -3.23381 3.03505
H -3.85275 -1.12051 -6.66935
H 5.67195 2.16729 1.70595
H 1.78235 -2.37211 0.81395
H -5.50965 0.95829 -3.32545
H -4.46105 0.35149 0.30055
H -2.28435 2.52149 6.15635
H -1.98885 -1.90031 -5.28325
H -2.09045 -6.25671 -0.64245
H 8.05195 2.03039 -0.20975
H 4.33925 -3.11771 4.48505
H -2.32795 -3.43071 3.15265
H -3.33635 2.97109 -3.83215
H 2.31755 6.05619 1.51175
H 2.26765 -4.40371 -5.58705
H -4.47665 -5.94851 -0.08635
H -3.09355 -1.12521 4.06995
H -2.72425 1.78669 -4.97025
H 1.28525 1.36659 -3.98475
H 2.77125 -0.92611 -2.70975
H 6.06525 -1.99611 1.31395
H -0.79355 -4.40431 -1.58525
H 2.36045 0.38579 -0.25115
H 6.33475 -0.41391 -0.12405
H -0.35105 -1.49791 4.32255
H -1.69315 -3.87841 -4.07425
H 0.33465 1.57859 -5.43945
*
```